The following is a DFT calculation (the ωB97M-V functional and the def2-TZVPD basis) of a 2-piece molecular cluster, C4H11NO3 overall.

```
! RIJCOSX wB97M-V def2-TZVPD def2/J DEFGRID3
* xyz 0 1
C -1.2196 -0.5792 -0.0713
C -0.9654 -1.1439 -1.5001
C 0.5461 -1.1494 -1.7190
O 0.9924 -0.3276 -2.4803
N -0.4518 0.6365 0.1505
C -0.1218 0.9978 1.4611
O -1.3286 1.4399 2.2283
H -0.9799 -1.3563 0.6564
H -2.2685 -0.3165 0.1104
H -1.4449 -2.1257 -1.4014
H -1.4341 -0.5508 -2.2747
H 1.1310 -1.9473 -1.2453
H -0.6396 1.4813 -0.3579
H 0.4763 1.8995 1.5887
H 0.2953 0.1564 2.0172
H -1.2212 2.3839 2.4163
H 2.1517 0.1548 0.5084
H 3.3959 0.0017 -0.4689
O 3.0866 0.3450 0.3816
*
```

Output
HOMO-LUMO gap: 10.06 eV
SMILES string: O=CCCNCO.O
LUMO energy: 0.69 eV
HOMO level: -0.3441 Eh
energy above the lowest of the compared OMol25 structures with the same formula, charge and spin: 2.394 eV

***

The following is a DFT calculation (the ωB97M-V functional and the def2-TZVPD basis) of C6H10O2 as an isolated structure.

```
! RIJCOSX wB97M-V def2-TZVPD def2/J DEFGRID3
* xyz 0 1
C 2.6961 -0.0897 -0.0075
C 0.2097 -0.5790 0.0272
C -0.4201 0.2418 1.1391
C -1.6194 0.5235 0.0058
C -1.9908 -0.8807 -0.1962
C -0.3636 0.6870 -0.8964
H 3.1901 0.2298 -1.2203
H 3.6359 -0.7145 0.5525
H 2.2404 1.0287 0.6725
H -0.9260 -0.4467 1.8038
H 0.0447 1.0929 1.7202
H -2.5674 1.2565 -0.0996
H -2.5111 -0.9120 -1.2201
H -2.4060 -1.1602 0.6959
H 0.1137 1.7467 -0.7176
H -0.2242 0.5574 -1.9963
O 1.5666 -0.9753 -0.1512
O -0.6686 -1.6063 -0.1118
*
```

Output
HOMO-LUMO gap: 9.72 eV
LUMO energy: 0.86 eV
HOMO level: -0.3256 Eh
energy above the lowest of the compared OMol25 structures with the same formula, charge and spin: 6.245 eV

***

The following is a DFT calculation (the ωB97M-V functional and the def2-TZVPD basis) of one molecule with the formula C6H11P.

```
! RIJCOSX wB97M-V def2-TZVPD def2/J DEFGRID3
* xyz 0 1
C 0.3333 1.8116 0.1940
C -0.1018 1.1389 -0.8748
C 1.3062 1.2092 1.1635
C 1.4844 -0.2144 0.9189
C 0.2529 -0.1957 -1.3799
C -2.1026 -1.3097 -0.0379
P -1.0142 -1.4362 -1.5321
H -0.0153 2.7377 0.3351
H -0.9230 1.4017 -1.5672
H 2.2174 1.6361 0.9675
H 1.0019 1.4379 2.2580
H 2.1661 -0.5155 0.0975
H 1.0623 -0.8914 1.5560
H 1.2357 -0.2300 -1.7567
H -2.3622 -2.4652 0.1588
H -2.9211 -0.6639 -0.2569
H -1.3997 -0.9178 0.8487
H -0.2200 -2.5331 -1.0925
*
```

Output
HOMO-LUMO gap (spin up / spin down): 8.16 / 7.71 eV
LUMO energy (spin up / spin down): 0.38 / 0.63 eV
HOMO level (spin up / spin down): -0.2859 / -0.2603 Eh
energy above the lowest of the compared OMol25 structures with the same formula, charge and spin: 4.051 eV

***

The following is a DFT calculation (the ωB97M-V functional and the def2-TZVPD basis) of a 2-piece molecular cluster, C6H14BN2O3 overall.

```
! RIJCOSX wB97M-V def2-TZVPD def2/J DEFGRID3
* xyz 1 1
B 3.2800 0.4813 0.0075
C -1.1424 -0.6728 0.2635
C -2.0308 1.5575 0.0376
C -0.6076 1.3809 -0.6094
C -2.5031 0.0828 0.5237
C 2.2797 -1.8926 -0.9725
C 2.5600 -0.4362 -1.0858
N -0.2465 -0.0300 -0.3237
N -3.5308 -0.6327 -0.3237
O -1.1333 -1.9235 0.6411
O 2.6583 1.0657 1.0105
O 4.5883 0.4779 -0.3829
H -1.8469 2.1294 0.9901
H -2.7170 2.0867 -0.7094
H -0.6341 1.4992 -1.7477
H 0.2475 1.9584 -0.2727
H -2.5496 -0.1284 1.6369
H 1.3765 -2.1226 -1.4184
H 3.0232 -2.4060 -1.6806
H 2.2269 -2.2694 0.1631
H 2.7709 0.0345 -2.0346
H -3.4988 -0.2650 -1.3342
H -4.5036 -0.5471 -0.0593
H -1.9004 -2.0416 1.2789
H 3.0100 1.7114 1.7397
H 5.1479 0.7956 0.2470
*
```

Output
HOMO-LUMO gap: 6.39 eV
LUMO energy: -5.92 eV
HOMO level: -0.4521 Eh
energy above the lowest of the compared OMol25 structures with the same formula, charge and spin: 4.014 eV

***

The following is a DFT calculation (the ωB97M-V functional and the def2-TZVPD basis) of a 2-piece molecular cluster, C11H15N overall.

```
! RIJCOSX wB97M-V def2-TZVPD def2/J DEFGRID3
* xyz -1 2
C -0.1983 -1.3113 -3.1882
C -0.0449 -0.9539 0.5086
C -0.7433 -1.4674 -0.6117
C 0.0070 -1.0526 -1.7415
C 1.0717 -0.2991 -1.3050
C -1.7293 -1.6993 1.9848
C -0.5783 -0.9254 1.8142
C -2.3710 -2.3419 0.9189
C -1.9150 -2.2251 -0.3876
N 1.0269 -0.2474 0.0577
H -2.2555 -1.8329 2.9248
H -0.0002 -0.7626 2.7125
H -3.2865 -2.8829 1.1310
H -2.4171 -2.6607 -1.2450
H 1.4974 0.3653 0.7030
H 1.7828 0.2006 -1.9341
H -0.1838 -0.4294 -3.8313
H -1.1389 -1.8225 -3.4459
H 0.4567 -2.0650 -3.6566
C 2.2271 4.6053 1.6916
C 1.9187 5.0929 0.2763
H 2.4352 3.5368 1.7032
H 3.1382 5.0852 2.0509
H 1.5379 4.9219 2.4723
H 1.2582 4.3532 -0.1918
H 2.7765 5.1333 -0.3885
H 1.3076 5.9915 0.3647
*
```

Output
HOMO-LUMO gap (spin up / spin down): 2.86 / 7.45 eV
LUMO energy (spin up / spin down): 3.72 / 3.62 eV
HOMO level (spin up / spin down): 0.0315 / -0.1405 Eh
energy above the lowest of the compared OMol25 structures with the same formula, charge and spin: 0.602 eV

***

The following is a DFT calculation (the ωB97M-V functional and the def2-TZVPD basis) of one molecule with the formula C17H17NO2S.

```
! RIJCOSX wB97M-V def2-TZVPD def2/J DEFGRID3
* xyz 0 1
C 0.6796 4.3392 -4.7592
H 0.9011 3.4645 -5.3786
O 1.2377 4.2153 -3.4725
C 0.8403 3.1829 -2.6859
C 1.4531 3.1042 -1.4322
C 1.1180 2.1037 -0.5476
C 0.1625 1.1484 -0.8915
C -0.4247 1.2167 -2.1494
C -0.1033 2.2228 -3.0401
H -0.5870 2.2460 -4.0037
H -1.1453 0.4599 -2.4211
C -0.2365 0.0233 0.0014
O -0.6287 -1.0405 -0.4371
N -0.1367 0.2994 1.3264
H 0.0616 1.2494 1.5943
C -0.4259 -0.6306 2.4152
C 0.0895 -2.0103 2.0672
C 1.4614 -2.1312 1.8642
C 2.0502 -3.3454 1.5757
C 1.2635 -4.4838 1.4957
C -0.0979 -4.3851 1.6842
C -0.6931 -3.1560 1.9573
S -2.4425 -3.1644 2.1623
C -2.7702 -1.4003 1.8814
C -1.9052 -0.5781 2.8171
H -2.0143 -0.9596 3.8354
H -2.2335 0.4652 2.8069
H -3.8315 -1.2546 2.0777
H -2.5499 -1.1884 0.8365
H -0.7303 -5.2571 1.6124
H 1.7098 -5.4422 1.2767
H 3.1166 -3.4047 1.4181
H 2.0737 -1.2424 1.9353
H 0.1643 -0.2714 3.2708
H 1.6331 2.0532 0.4012
H 2.1972 3.8438 -1.1816
H 1.1469 5.2190 -5.1986
H -0.4037 4.4896 -4.7145
*
```

Output
HOMO-LUMO gap: 8.41 eV
SMILES string: COc1ccc(C(=O)N[C@H]2CCSc3ccccc32)cc1
LUMO energy: 0.62 eV
HOMO level: -0.2862 Eh
energy above the lowest of the compared OMol25 structures with the same formula, charge and spin: 0.000 eV

***

The following is a DFT calculation (the ωB97M-V functional and the def2-TZVPD basis) of a 5-piece molecular cluster, C42H74O9P2 overall.

```
! RIJCOSX wB97M-V def2-TZVPD def2/J DEFGRID3
* xyz 0 1
C 9.8631 -2.2407 3.0387
C 11.1360 -2.0875 2.0486
C 10.7100 -1.6779 0.5308
C 10.9546 -0.1018 0.2300
C 9.6890 0.6352 -0.4442
C 9.0423 1.7400 0.5663
C 7.5781 1.1939 0.9746
C 6.5644 1.5979 -0.2212
C 5.7122 2.9329 0.1071
C 4.7651 2.7154 1.4115
C 3.2272 2.4610 0.9517
C 2.1838 3.5207 1.6114
C 1.3398 2.9072 2.8434
C -0.2453 3.1921 2.7582
C -0.8878 2.8418 4.2168
C -2.4926 2.5752 4.0543
C -2.8265 0.9964 3.9429
C -2.1921 -0.0628 4.9055
C -2.5705 -1.5734 4.7169
C -3.5311 -2.0826 3.5826
C -4.1323 -1.0377 2.6122
C -3.7766 0.4870 2.8231
C -4.4608 1.5124 1.7773
O -4.9966 2.5986 2.1017
C -4.4460 0.9911 0.2462
C -4.0940 1.9703 -0.9043
C -4.0861 1.4096 -2.3622
C -4.4632 -0.0796 -2.5942
C -4.8261 -1.0974 -1.4012
P -5.2710 -2.9362 -1.7465
P -6.5467 -2.8183 -3.5208
O -7.2025 -1.4110 -3.6084
O -7.8235 -3.9567 -3.5369
O -5.5390 -2.9726 -4.9228
C -4.8051 -0.5354 0.0374
C -5.0953 -1.4086 1.3688
O -5.9782 -2.3031 1.4190
H 9.8302 -1.3031 3.7097
H 8.8762 -2.4180 2.4770
H 10.1125 -3.1131 3.7519
H 11.6798 -3.0989 2.0061
H 11.7837 -1.2464 2.4898
H 11.4322 -2.2755 -0.1493
H 9.6395 -2.0246 0.3361
H 11.9118 -0.0531 -0.4117
H 11.2284 0.4215 1.2232
H 9.9384 1.1666 -1.4372
H 8.8971 -0.1632 -0.7155
H 9.6457 1.8439 1.5424
H 9.0105 2.7917 0.0976
H 7.5551 0.0395 1.0616
H 7.2512 1.6223 1.9877
H 7.1450 1.8146 -1.1842
H 5.8630 0.7177 -0.4260
H 5.0964 3.1551 -0.8477
H 6.3616 3.8557 0.2879
H 5.1097 1.8292 2.0487
H 4.8915 3.6524 2.0638
H 3.1318 2.4910 -0.2001
H 2.9862 1.3777 1.2627
H 2.8312 4.3952 1.9978
H 1.5123 3.9518 0.7767
H 1.7134 3.3916 3.8160
H 1.4817 1.7731 2.8084
H -0.7216 2.5358 1.9535
H -0.3852 4.3004 2.5191
H -0.8196 3.8055 4.8560
H -0.3359 1.9615 4.6871
H -3.0927 3.0302 4.9316
H -2.8026 3.1595 3.1224
H -1.4714 0.3198 5.7016
H -2.0620 -2.3018 5.4509
H -3.7755 -3.1925 3.4719
H -3.8215 3.0381 -0.6172
H -3.7967 2.1432 -3.1896
H -4.4708 -0.4742 -3.6748
H -4.0935 -3.6489 -2.1519
H -8.5636 -3.4830 -4.0289
H -4.6467 -2.5949 -4.7233
C -12.9406 -2.0580 -4.6086
C -11.4536 -1.7451 -4.5671
C -11.1157 -0.5469 -5.4390
O -10.7163 -2.8823 -5.0174
H -13.2602 -2.3046 -5.6266
H -13.1675 -2.9287 -3.9866
H -13.5320 -1.2100 -4.2531
H -11.1483 -1.5471 -3.5360
H -11.3717 -0.7411 -6.4860
H -10.0423 -0.3407 -5.4086
H -11.6531 0.3456 -5.1083
H -10.9791 -3.0652 -5.9293
C -16.9482 -0.2308 -2.4462
C -15.4674 0.0215 -2.2103
C -15.2473 0.9891 -1.0583
O -14.8826 0.5557 -3.3968
H -17.4659 0.6980 -2.7068
H -17.0919 -0.9187 -3.2839
H -17.4225 -0.6571 -1.5583
H -14.9627 -0.9250 -1.9969
H -15.7062 1.9602 -1.2709
H -14.1797 1.1701 -0.9075
H -15.6706 0.5994 -0.1289
H -15.3220 1.3936 -3.5947
C 16.5672 -0.7711 1.2324
C 15.3925 -1.2345 2.0796
C 15.6814 -2.5722 2.7423
O 14.2330 -1.3532 1.2580
H 16.7757 -1.4860 0.4297
H 16.3413 0.1854 0.7532
H 17.4695 -0.6542 1.8384
H 15.1732 -0.4849 2.8450
H 15.8593 -3.3495 1.9918
H 14.8247 -2.8984 3.3383
H 16.5571 -2.5094 3.3936
H 14.4164 -2.0144 0.5770
C 1.1671 -0.5667 -1.9347
C 0.1460 -0.6523 -0.8110
C -1.1724 -1.2287 -1.3032
O -0.0773 0.6501 -0.2736
H 0.8117 0.0894 -2.7361
H 2.1053 -0.1400 -1.5693
H 1.3729 -1.5536 -2.3574
H 0.5405 -1.2745 -0.0028
H -1.6113 -0.5998 -2.0845
H -1.9022 -1.2747 -0.4902
H -1.0310 -2.2358 -1.7056
H -0.4267 1.2084 -0.9814
*
```

Output
HOMO-LUMO gap: 7.84 eV
SMILES string: CCCCCCCCCCCCCCCCc1cccc2c1C(=O)c1cccc(PP(=O)(O)O)c1C2=O.CC(C)O.CC(C)O.CC(C)O.CC(C)O
LUMO energy: -1.13 eV
HOMO level: -0.3298 Eh

***

Strongest force on any atom / eV Å⁻¹: 2.44; 5.39; 3.98; 4.19; 2.00; 0.40; 5.48